The following is a DFT calculation (ωB97M-V with the def2-TZVPD basis set) of a 2-piece molecular cluster, C2H2F2 overall at a distorted geometry.

```
6
C2H2F2, DFT ωB97M-V with the def2-TZVPD basis set
C 1.06628 -0.55603 -0.19146
C -1.48594 0.69564 0.02431
F 2.02627 0.30265 -0.01958
F -2.25299 -0.32864 -0.09380
H 0.14380 0.00346 -0.42839
H -1.26826 0.93324 1.17261
```

Values from the calculation:
Lowest unoccupied orbital energy (spin up / spin down) = -0.96 / -0.96 eV
Relative energy (zero: lowest compared OMol25 entry of this formula, charge and spin) = 164.2 kcal/mol
HOMO level (spin up / spin down) = -9.021 / -9.023 eV
Charge = 0
Largest force on an atom = 2.01 eV Å⁻¹

***

The following is a DFT calculation (ωB97M-V with the def2-TZVPD basis set) of a 2-piece molecular cluster, C4H9O5PS overall at a distorted geometry.

```
20
C4H9O5PS, DFT ωB97M-V with the def2-TZVPD basis set
O 0.35606 -3.20787 -2.16028
C -0.42256 -2.46869 -1.63560
O -1.05524 -2.63535 -0.47429
C -2.18917 -1.76292 -0.50117
C -1.72316 -0.62781 -1.36167
O -2.80814 -0.10568 -2.07113
P -0.83273 0.80228 -0.53971
S 0.97344 0.40669 0.07470
O -0.77923 -1.23905 -2.18724
H -2.64856 -1.53873 0.44246
H -2.94354 -2.26311 -1.09970
H -2.51241 0.03859 -2.97011
H -1.63623 1.29745 0.49876
H -0.86740 1.80257 -1.52289
C 3.31277 1.86221 2.92707
O 3.24261 2.51268 1.66579
H 4.08990 2.35388 3.50696
H 2.36561 1.94306 3.46867
H 3.57333 0.80585 2.81479
H 2.55420 2.07591 1.15462
```

Values from the calculation:
Lowest unoccupied orbital energy = 0.17 eV
Relative energy (zero: lowest compared OMol25 entry of this formula, charge and spin) = 0.0 kcal/mol
HOMO level = -9.431 eV
Charge = 0
Largest force on an atom = 1.90 eV Å⁻¹

***

The following is a DFT calculation (ωB97M-V with the def2-TZVPD basis set) of C15H18BN9O2Ti as an isolated structure.

```
46
C15H18BN9O2Ti, DFT ωB97M-V with the def2-TZVPD basis set
Ti 1.13425 0.31994 -1.27068
C 1.87630 -0.10777 3.16402
C 2.28539 0.05064 1.78973
N 1.23891 0.10610 1.03664
N 0.09488 -0.01550 1.86861
C 0.44009 -0.13623 3.11146
B -1.28363 -0.02024 1.05179
N -1.19122 -1.23854 0.11910
C -1.79285 -2.43859 0.26051
C -1.35703 -3.27011 -0.74397
C -0.45054 -2.49252 -1.46591
N -0.34308 -1.27526 -0.94376
N -1.33967 1.31668 0.29752
C -2.16069 2.35288 0.56892
C -1.85369 3.38806 -0.28279
C -0.80031 2.90005 -1.05806
N -0.48746 1.65730 -0.70677
N -2.46219 -0.14202 1.97675
C -3.76139 -0.32183 1.61485
C -4.54001 -0.09145 2.71657
C -3.62011 0.24379 3.72913
N -2.37899 0.22820 3.28174
H 2.49988 -0.18687 4.03962
H 3.27625 0.12167 1.35808
H -0.30204 -0.21441 3.89059
H -2.49115 -2.61710 1.06002
H -1.65276 -4.28736 -0.92730
H 0.13063 -2.76023 -2.33425
H -2.90656 2.28014 1.34306
H -2.32491 4.35276 -0.33803
H -0.25638 3.38914 -1.85034
H -4.02994 -0.58571 0.60462
H -5.61115 -0.15915 2.78657
H -3.81528 0.49300 4.75980
N 1.82940 0.26111 -3.43657
C 3.04111 -0.61047 -3.53457
C 4.26830 -0.01395 -2.84983
C 4.14676 0.08201 -1.33406
O 4.99211 -0.36259 -0.58814
O 3.05598 0.67337 -0.91287
H 1.14516 -0.05807 -4.11611
H 2.09201 1.19704 -3.73795
H 3.27676 -0.79760 -4.58325
H 2.79471 -1.57640 -3.08458
H 4.45741 0.99073 -3.24115
H 5.13675 -0.62464 -3.08878
```

Values from the calculation:
Lowest unoccupied orbital energy (spin up / spin down) = -2.44 / -7.04 eV
Relative energy (zero: lowest compared OMol25 entry of this formula, charge and spin) = 0.0 kcal/mol
Multiplicity = 4
HOMO level (spin up / spin down) = -9.619 / -12.114 eV
⟨S²⟩ = 3.76
Charge = +1
Largest force on an atom = 0.13 eV Å⁻¹

***

The following is a DFT calculation (ωB97M-V with the def2-TZVPD basis set) of C2H6KO2 as an isolated structure.

```
11
C2H6KO2, DFT ωB97M-V with the def2-TZVPD basis set
K 2.71498 9.75001 -22.61077
C 0.48673 8.78109 -19.98384
O 1.73766 8.49954 -20.44417
H 0.25250 8.27061 -19.01993
H 0.29809 9.87715 -19.78678
H -0.33343 8.48596 -20.69207
C 4.18814 10.01078 -25.76499
O 3.54852 8.98818 -25.11793
H 4.23848 10.98487 -25.18395
H 5.26273 9.78991 -25.98966
H 3.71642 10.27291 -26.73854
```

Values from the calculation:
Lowest unoccupied orbital energy = 2.44 eV
Relative energy (zero: lowest compared OMol25 entry of this formula, charge and spin) = 0.0 kcal/mol
HOMO level = -3.394 eV
Charge = -1
Largest force on an atom = 0.78 eV Å⁻¹

***

The following is a DFT calculation (ωB97M-V with the def2-TZVPD basis set) of C23H24N4PtS2Si as an isolated structure.

```
55
C23H24N4PtS2Si, DFT ωB97M-V with the def2-TZVPD basis set
Pt -0.77487 -0.52030 0.43149
C -1.81416 0.60930 5.34297
S -3.12438 -0.33920 4.52863
C -2.50355 -0.30987 2.85844
S -0.95193 -1.04557 2.61974
N -3.28518 0.25269 1.98557
N -2.71283 0.18545 0.72086
C -3.20025 0.88020 -0.24396
C -2.46728 0.79622 -1.52212
C -2.96925 1.33573 -2.69312
C -2.26030 1.15814 -3.87483
C -1.07978 0.44127 -3.84504
C -0.61148 -0.04118 -2.62941
N -1.27138 0.14693 -1.49027
H -2.05498 0.61369 6.40466
H -1.80105 1.63271 4.97584
H -0.84463 0.14324 5.19455
H -4.08653 1.49433 -0.13171
H -3.90778 1.87092 -2.67420
H -2.63570 1.57060 -4.80113
H -0.49603 0.27494 -4.73848
H 0.33208 -0.56141 -2.54604
C -0.91804 -6.52109 -0.76378
C -2.08126 -5.53596 -0.85369
C -1.64725 -4.15158 -0.66021
N -1.28426 -3.07370 -0.51112
H -1.27923 -7.53061 -0.94951
H -0.46068 -6.49185 0.22361
H -0.15053 -6.28610 -1.49936
H -2.83650 -5.75247 -0.09632
H -2.57300 -5.59486 -1.82608
C 3.07491 1.48383 -3.61574
C 3.49179 0.25398 -3.12892
C 3.04770 -0.18951 -1.88867
C 2.17332 0.57032 -1.11271
C 1.77313 1.80926 -1.62275
C 2.21555 2.26620 -2.85398
Si 1.48914 -0.03670 0.54686
C 1.82389 1.40037 1.73151
C 3.14759 1.78335 1.96581
C 3.45878 2.84682 2.79835
C 2.44129 3.56130 3.41747
C 1.12130 3.20389 3.19591
C 0.82071 2.13273 2.36337
H 3.42593 1.83728 -4.57714
H 4.17224 -0.35597 -3.70988
H 3.38683 -1.15145 -1.52029
H 1.10365 2.43335 -1.03877
H 1.89408 3.23282 -3.22167
H 2.45489 -1.10604 0.94586
H 3.95430 1.23990 1.48562
H 4.49303 3.12045 2.96470
H 2.67934 4.39323 4.06857
H 0.32279 3.75923 3.67189
H -0.21418 1.86074 2.19862
```

Values from the calculation:
Lowest unoccupied orbital energy (spin up / spin down) = -0.81 / -0.81 eV
Relative energy (zero: lowest compared OMol25 entry of this formula, charge and spin) = 6.0 kcal/mol
HOMO level (spin up / spin down) = -7.445 / -7.445 eV
Charge = 0
Largest force on an atom = 0.71 eV Å⁻¹

***

The following is a DFT calculation (ωB97M-V with the def2-TZVPD basis set) of one molecule with the formula C4H7N2P at a distorted geometry.

```
14
C4H7N2P, DFT ωB97M-V with the def2-TZVPD basis set
C -2.76172 1.00976 -0.00206
C -0.98631 -0.57364 0.00198
C 0.04567 -1.64547 -0.00115
C 0.73240 1.20463 0.00301
N -1.60243 1.61089 -0.00113
N -0.62168 0.72509 0.00096
P -2.71241 -0.74541 0.00131
H -3.65232 1.61212 -0.00394
H 0.69563 -1.56534 0.87161
H 0.66974 -1.58160 -0.89410
H -0.43860 -2.61856 0.01468
H 1.25533 0.89155 -0.90347
H 0.69372 2.29157 0.04249
H 1.27406 0.82683 0.87257
```

Values from the calculation:
Lowest unoccupied orbital energy = 0.88 eV
Relative energy (zero: lowest compared OMol25 entry of this formula, charge and spin) = 0.6 kcal/mol
HOMO level = -8.618 eV
Charge = 0
Largest force on an atom = 1.11 eV Å⁻¹